This record from the Open Molecules 2025 dataset describes C5H10O2 as an isolated structure. The level of theory is ωB97M-V/def2-TZVPD.

Positions of all 17 atoms, in Å:
O 1.84435 -0.25972 1.35698
C 1.87670 -0.43080 -0.04593
C 0.54113 -1.00977 -0.48468
C -0.66129 -0.27963 0.00973
C -2.09160 -0.14046 -0.45869
O -2.39859 0.51715 0.80872
C -1.07208 0.31521 1.13520
H 2.67869 0.13115 1.64126
H 2.66770 -1.13701 -0.34302
H 2.08245 0.51988 -0.56091
H 0.49684 -2.04882 -0.13246
H 0.54329 -1.05924 -1.57961
H -0.30216 2.04160 -0.77905
H -2.65525 -1.07321 -0.55685
H -2.31415 0.53848 -1.28945
H -0.55237 2.74691 -0.81862
H -0.68368 0.62829 2.09735

Values from the calculation:
Charge: 0
E_LUMO: 0.8 eV
M: 102.13 u

How is the electron density shared among the atoms? According to Löwdin, the charges in e are: -0.0628 -0.2754 -0.1481 -0.2340 -0.1314 -0.0698 -0.1100 0.0921 0.1148 0.1150 0.1212 0.1204 0.0351 0.1258 0.1158 0.0639 0.1274

=====

This record from the Open Molecules 2025 dataset describes a 6-piece molecular cluster, C21H41BClN5O3P overall. The level of theory is ωB97M-V/def2-TZVPD.

Positions of all 73 atoms, in Å:
O 3.70055 -2.64261 3.01961
P 3.98226 -1.38122 2.29811
O 5.11647 -1.59886 1.15539
O 2.70687 -0.94512 1.37874
C 4.44997 0.06653 3.17663
B 5.46258 -0.23986 4.43771
Cl 6.93477 -1.40058 3.85982
H 5.66012 -2.34545 1.43163
H 2.39243 -1.73678 0.92577
H 4.91836 0.74822 2.45815
H 3.54869 0.55243 3.56316
H 4.89869 -0.79058 5.35313
H 5.98932 0.80229 4.77645
C 0.81164 0.61481 -1.44922
C -0.03159 1.81430 -1.03958
C 0.81965 2.91823 -0.40508
C 1.50751 2.45915 0.80287
N 2.14023 2.09595 1.68962
H 1.29406 0.16263 -0.58042
H 0.19026 -0.14017 -1.93052
H 1.59686 0.91114 -2.14941
H -0.80457 1.49908 -0.33675
H -0.54704 2.23658 -1.90453
H 0.22453 3.80019 -0.16555
H 1.59512 3.24908 -1.09781
C -1.28719 -3.18423 -4.21988
C -2.78978 -3.20223 -3.98100
C -3.38832 -1.79213 -3.92816
C -2.88789 -1.00270 -2.80171
N -2.50024 -0.38756 -1.91289
H -0.76641 -2.67617 -3.40668
H -0.89024 -4.19655 -4.28803
H -1.04448 -2.66525 -5.14965
H -3.01667 -3.71605 -3.04501
H -3.30185 -3.74747 -4.77537
H -4.47608 -1.83701 -3.84375
H -3.15282 -1.25089 -4.84799
C 4.50269 4.20766 0.57346
C 5.18519 4.39898 -0.77254
C 4.70979 5.66346 -1.50586
C 3.28482 5.59295 -1.84094
N 2.17099 5.52806 -2.11533
H 3.42654 4.07801 0.46200
H 4.87860 3.32257 1.08429
H 4.67182 5.06907 1.22386
H 5.00469 3.53282 -1.41286
H 6.26641 4.47758 -0.64563
H 5.26348 5.82040 -2.43244
H 4.85947 6.54521 -0.87858
C 0.69862 -2.78102 4.08662
C -0.80208 -3.01693 4.09875
C -1.31547 -3.58820 5.42546
C -0.85383 -4.95524 5.68190
N -0.51832 -6.03955 5.85700
H 1.26770 -3.70249 4.21010
H 1.02904 -2.33251 3.15251
H 0.99624 -2.10198 4.88831
H -1.09965 -3.68794 3.28910
H -1.32855 -2.07343 3.93378
H -2.40702 -3.61463 5.44681
H -0.98812 -2.95872 6.25608
C -8.13019 0.43104 -1.47778
C -6.72084 0.33534 -2.04196
C -6.70724 0.22673 -3.57151
C -7.32501 -1.01205 -4.04841
N -7.78277 -2.00013 -4.41333
H -8.70816 -0.46491 -1.71049
H -8.10791 0.54377 -0.39432
H -8.66075 1.29049 -1.89325
H -6.20172 -0.52842 -1.62166
H -6.13467 1.21367 -1.76833
H -5.68252 0.25150 -3.94702
H -7.23254 1.07201 -4.02120

Values from the calculation:
Charge: -1
E_LUMO: 1.7 eV
M: 488.83 u

How is the electron density shared among the atoms? According to Löwdin, the charges in e are: -0.3110 0.3838 -0.1850 -0.1916 -0.3412 -0.8440 0.2671 0.0449 0.0601 0.0574 0.0558 -0.0005 -0.0081 -0.1048 -0.2696 -0.1999 -0.2260 0.1947 0.0565 0.0383 0.0779 0.0985 0.1015 0.1147 0.0811 -0.1036 -0.2548 -0.1932 -0.2197 0.1782 0.0705 0.0737 0.0767 0.1144 0.1088 0.0950 0.1234 -0.0983 -0.2514 -0.1920 -0.2295 0.1471 0.0365 0.0757 0.0812 0.1125 0.1070 0.1135 0.1179 -0.1067 -0.2656 -0.2041 -0.2426 0.1310 0.0775 0.0505 0.0861 0.1073 0.1042 0.1099 0.1174 -0.1082 -0.2605 -0.1971 -0.2478 0.1442 0.0727 0.0734 0.0758 0.1100 0.1116 0.1010 0.1205

=====

This record from the Open Molecules 2025 dataset describes C22H11Cl5CsF9N2 as an isolated structure. The level of theory is ωB97M-V/def2-TZVPD.

Positions of all 50 atoms, in Å:
Cs 0.55329 -0.64865 -0.91666
C 2.01800 1.47818 1.93966
N 1.15516 0.28827 2.13967
C 1.98367 -0.83686 2.56813
C -0.10591 0.47541 2.84472
C -0.87021 1.74772 2.48954
N -0.90936 1.95143 1.07799
C -1.70501 2.95308 0.75038
C -2.36499 2.86704 -0.52351
F -2.02293 1.72702 -1.23682
C -3.12528 3.86285 -1.10040
F -3.63366 3.74357 -2.33264
C -3.33576 5.04627 -0.41040
C -2.79868 5.18794 0.87240
F -2.99598 6.31489 1.58419
C -2.05433 4.17084 1.44996
F -1.51011 4.37772 2.68524
H 1.47094 2.24561 1.37942
H 2.86488 1.17352 1.35279
H 2.36106 1.86021 2.92953
H 2.37797 -0.69585 3.60601
H 2.75973 -0.94970 1.84727
H 1.39332 -1.78113 2.60584
H 0.06244 0.50299 3.94763
H -0.67188 -0.42938 2.69073
H -0.43415 2.59601 3.04064
H -1.89334 1.62863 2.87184
H -3.93535 5.80566 -0.87910
Cl -1.30974 -3.08153 3.08873
C -1.81876 -3.84778 1.67049
C -1.61036 -3.35481 0.36990
C -1.99280 -3.92059 -0.80820
Cl -1.56883 -3.37135 -2.37400
C -2.77627 -5.09889 -0.64524
Cl -3.27997 -5.90079 -2.04171
C -3.03171 -5.72789 0.61155
Cl -3.77775 -7.26491 0.66169
C -2.62306 -5.00102 1.77706
Cl -3.02134 -5.63404 3.28677
F 3.89471 -0.94918 -1.28881
C 3.75856 -0.62209 -2.58359
C 2.53478 -0.36245 -3.10642
C 2.39854 -0.04566 -4.43611
F 1.19243 0.26475 -4.93304
C 3.51750 -0.13401 -5.29826
F 3.36300 0.24744 -6.59943
C 4.74541 -0.50055 -4.77205
F 5.88031 -0.54192 -5.53550
C 4.85117 -0.73557 -3.43315
F 6.04065 -1.08046 -2.88476

Values from the calculation:
Charge: -2
E_LUMO: 3.8 eV
M: 784.50 u

How is the electron density shared among the atoms? According to Löwdin, the charges in e are: 0.8922 -0.0978 -0.3319 -0.1284 -0.2195 -0.2814 0.0026 -0.2350 -0.1289 -0.0048 -0.2664 0.0670 -0.0056 -0.2494 0.0504 -0.1396 0.0211 0.0723 0.0619 0.0852 0.0845 0.0543 0.0673 0.1128 0.0568 0.0967 0.1184 0.1026 0.6749 -0.7856 -0.1605 -0.8027 0.6044 -0.7458 0.6341 -0.7316 0.6205 -0.7618 0.6417 0.0142 -0.3360 -0.1600 -0.2968 0.0463 -0.1440 0.0479 -0.1571 0.0565 -0.1778 0.0615